{
  "formula": "C4Cl2EuGaO4",
  "method": "wB97M-V/def2-TZVPD",
  "species": ["Eu", "Ga", "Cl", "Cl", "O", "O", "O", "O", "C", "C", "C", "C"],
  "xyz": [[0.63, -0.30, 1.83], [-1.04, -0.34, -2.05], [-0.03, 1.31, -0.22], [-1.24, -1.84, -0.26], [-1.99, -1.18, 4.40], [0.70, -3.05, -2.82], [0.61, 1.92, -3.78], [2.00, 3.11, 2.80], [-1.21, -0.78, 3.66], [-0.11, 1.13, -3.34], [0.15, -2.04, -2.88], [1.53, 2.07, 2.66]],
  "mulliken_charge": [2.19, 1.33, -0.31, -0.23, 0.20, 0.04, 0.06, 0.16, -0.12, 0.37, 0.36, -0.04],
  "homo_lumo_gap_ha": [0.224, 0.303],
  "s_squared": 12.02,
  "max_force_ev_per_a": 6.37,
  "lumo_ha": [-0.7767, -0.6989],
  "charge": 4,
  "energy_ev": -109034.7871,
  "spin_multiplicity": 7
}